Entry 1:
Density functional theory data (the ωB97M-V functional and the def2-TZVPD basis) for C7H6O6STm as an isolated structure at a distorted geometry.

Geometry (Å):
O  0.01  0.00  -3.36
C  -0.03  0.01  -2.21
Tm  -0.17  0.07  0.23
O  2.20  -2.78  -0.08
C  1.50  -1.87  -0.09
C  -1.54  2.02  -0.14
O  -2.26  2.91  -0.10
C  -1.95  -1.55  -0.12
O  -2.86  -2.27  -0.08
C  1.89  1.50  0.01
O  2.82  2.19  -0.07
C  0.17  0.46  4.68
S  0.18  0.06  2.97
C  0.30  -1.75  3.00
O  -1.22  0.24  2.28
H  1.14  0.15  5.09
H  -0.61  -0.03  5.24
H  0.11  1.54  4.84
H  -0.12  -2.07  3.96
H  -0.27  -2.23  2.18
H  1.37  -1.97  2.92

Values from the calculation:
Multiplicity   3
HOMO level (alpha / beta)   -22.2475 / -22.2559 eV
Charge   +3
Orbital gap (alpha / beta)   8.3 / 8.4 eV


Entry 2:
Density functional theory data (the ωB97M-V functional and the def2-TZVPD basis) for C15H23N3O2 as an isolated structure at a distorted geometry.

Geometry (Å):
C  -4.04  -2.53  -1.22
H  -2.94  -2.93  -1.10
O  -4.47  -1.76  -0.22
C  -3.92  -0.79  0.25
C  -4.53  -0.30  1.22
C  -4.02  0.92  1.96
C  -2.89  1.39  1.53
C  -2.24  0.91  0.14
C  -2.86  -0.22  -0.38
H  -2.30  -0.75  -1.14
N  -1.11  1.64  -0.24
C  -0.39  1.12  -1.41
O  -0.53  -0.09  -2.13
C  0.96  1.99  -1.48
H  1.46  1.51  -2.52
H  0.52  2.88  -1.61
C  1.96  1.80  -0.29
N  2.79  0.78  -0.25
C  2.30  -0.30  0.01
C  3.15  -1.51  0.08
N  4.29  -1.32  0.71
C  5.13  -2.34  0.94
H  6.08  -2.10  1.51
H  4.67  -3.27  1.32
H  5.65  -2.47  -0.46
C  5.05  -0.06  0.37
C  4.00  0.89  0.51
H  4.51  2.16  0.16
H  3.62  1.14  1.68
H  5.87  0.06  1.09
H  5.32  -0.03  -0.72
H  2.66  -2.51  0.16
H  3.50  -1.63  -1.08
H  1.32  -0.73  -0.60
H  1.80  -0.41  1.13
H  2.58  3.07  -0.42
H  1.41  2.06  0.45
H  -0.73  2.28  0.51
H  -2.36  2.44  1.81
H  -4.53  1.62  2.86
H  -5.38  -0.61  1.95
H  -4.91  -3.29  -1.26
H  -4.15  -1.92  -2.16

Values from the calculation:
HOMO level   -7.9711 eV
Orbital gap   8.2 eV


Entry 3:
Density functional theory data (the ωB97M-V functional and the def2-TZVPD basis) for C57H60N9O2ReS2 as an isolated structure at a distorted geometry.

Geometry (Å):
Re  0.28  0.12  -0.05
C  -0.25  -6.18  2.05
C  -1.03  -5.20  1.17
C  -0.21  -4.06  0.66
C  0.78  -4.10  -0.28
C  1.36  -5.29  -0.97
C  2.69  -5.71  -0.32
C  1.21  -2.75  -0.49
C  2.23  -2.36  -1.32
C  2.79  -1.09  -1.37
C  3.91  -0.75  -2.20
C  4.49  -1.64  -3.26
C  5.53  -2.62  -2.71
C  4.28  0.51  -1.85
C  3.38  0.93  -0.79
C  3.56  2.11  -0.10
C  2.77  2.57  0.93
N  1.65  1.94  1.34
C  1.06  2.75  2.24
C  -0.09  2.43  2.92
C  -0.73  1.21  2.88
N  -0.42  0.14  2.08
C  -1.19  -0.90  2.53
C  -1.17  -2.19  2.04
C  -0.36  -2.68  1.04
N  0.49  -1.89  0.30
C  -2.03  -0.47  3.63
C  -1.77  0.85  3.82
C  -2.33  1.75  4.87
C  -1.43  1.78  6.11
C  -3.02  -1.31  4.38
C  -4.43  -1.18  3.78
C  1.84  3.97  2.43
C  2.93  3.84  1.63
C  4.05  4.82  1.44
C  3.68  5.89  0.41
C  1.48  5.08  3.36
C  1.86  4.75  4.81
N  2.43  -0.04  -0.57
C  5.38  1.35  -2.43
C  6.70  1.22  -1.66
H  -0.89  -7.00  2.37
H  0.13  -5.67  2.94
H  0.59  -6.60  1.51
H  -1.89  -4.82  1.72
H  -1.42  -5.72  0.29
H  1.52  -5.06  -2.02
H  0.65  -6.11  -0.93
H  3.41  -4.89  -0.33
H  3.12  -6.56  -0.86
H  2.55  -6.00  0.72
H  2.68  -3.12  -1.95
H  4.96  -1.02  -4.03
H  3.68  -2.19  -3.74
H  6.38  -2.09  -2.29
H  5.89  -3.28  -3.50
H  5.09  -3.24  -1.92
H  4.41  2.71  -0.40
H  -0.48  3.17  3.61
H  -1.81  -2.91  2.54
H  -3.33  1.41  5.15
H  -2.44  2.77  4.47
H  -1.38  0.79  6.56
H  -1.82  2.48  6.86
H  -0.42  2.08  5.85
H  -3.04  -0.98  5.42
H  -2.72  -2.36  4.37
H  -4.75  -0.14  3.78
H  -5.14  -1.76  4.36
H  -4.44  -1.54  2.75
H  4.96  4.31  1.14
H  4.26  5.31  2.39
H  3.54  5.45  -0.58
H  4.46  6.65  0.34
H  2.75  6.38  0.69
H  0.40  5.26  3.31
H  1.98  6.00  3.05
H  1.40  3.81  5.13
H  1.53  5.54  5.49
H  2.94  4.64  4.91
H  5.07  2.39  -2.45
H  5.54  1.04  -3.47
H  6.57  1.51  -0.61
H  7.47  1.85  -2.10
H  7.05  0.19  -1.67
C  -4.12  -0.74  0.01
C  -2.75  -0.88  -0.20
N  -1.92  0.16  -0.13
C  -2.45  1.39  0.09
C  -3.80  1.60  0.36
C  -4.65  0.48  0.34
C  -4.26  2.93  0.60
C  -3.42  3.99  0.47
C  -2.07  3.81  0.06
C  -1.21  4.86  -0.28
C  0.03  4.57  -0.80
C  0.44  3.24  -0.87
N  -0.31  2.22  -0.48
C  -1.57  2.50  -0.08
H  -4.75  -1.62  -0.07
H  -2.31  -1.82  -0.47
H  -5.71  0.60  0.56
H  -5.30  3.08  0.85
H  -3.78  5.00  0.65
H  -1.54  5.88  -0.18
H  0.71  5.35  -1.12
H  1.44  3.00  -1.23
N  -6.99  -1.66  -5.65
C  -5.78  -1.97  -5.08
C  -4.59  -1.85  -5.81
C  -3.37  -2.16  -5.24
C  -3.33  -2.59  -3.92
C  -4.49  -2.69  -3.17
C  -5.71  -2.37  -3.74
S  -1.82  -3.22  -3.23
O  -0.94  -3.61  -4.31
O  -2.21  -4.21  -2.27
N  -1.18  -1.97  -2.38
C  -0.30  -1.13  -2.90
S  0.21  -1.10  -4.60
C  1.08  0.36  -4.32
C  1.00  0.72  -3.03
N  0.25  -0.09  -2.21
H  -7.03  -1.59  -6.65
H  -7.82  -1.99  -5.20
H  -4.64  -1.54  -6.85
H  -2.46  -2.11  -5.81
H  -4.43  -3.05  -2.15
H  -6.62  -2.46  -3.17
H  1.63  0.85  -5.11
H  1.49  1.59  -2.61

Values from the calculation:
Multiplicity   2
HOMO level (alpha / beta)   -9.2051 / -9.1320 eV
Charge   +1
Orbital gap (alpha / beta)   5.1 / 5.4 eV


Entry 4:
Density functional theory data (the ωB97M-V functional and the def2-TZVPD basis) for C37H37F3N11O5PSSeTi as an isolated structure at a distorted geometry.

Geometry (Å):
Ti  -0.52  0.07  0.53
C  -2.23  -3.28  6.51
C  -2.58  -3.30  5.03
N  -1.40  -3.12  4.20
C  -1.10  -2.05  3.43
S  -2.25  -0.85  3.10
N  0.15  -2.08  2.99
N  0.57  -1.11  2.14
C  1.87  -1.12  2.01
C  2.76  -1.94  2.87
C  2.42  -0.42  0.88
C  3.60  -0.55  0.26
C  3.55  0.16  -1.07
C  3.00  2.39  -0.11
C  1.88  1.86  0.34
N  1.52  0.44  0.08
H  -3.14  -3.41  7.11
H  -1.77  -2.34  6.79
H  -1.55  -4.09  6.77
H  -3.27  -2.50  4.79
H  -3.06  -4.24  4.77
H  -0.60  -3.72  4.39
H  2.49  -1.80  3.92
H  3.80  -1.68  2.72
H  2.61  -3.00  2.65
H  4.44  -1.11  0.62
H  4.12  -0.36  -1.84
H  3.20  3.43  0.12
H  1.17  2.41  0.93
N  -3.42  0.24  0.23
N  -3.95  -1.05  0.41
C  -3.09  -2.04  0.58
N  -3.49  -3.28  0.79
N  -1.80  -1.68  0.38
N  -0.86  -2.54  0.04
O  -0.96  -3.73  -0.09
O  0.19  -1.88  -0.18
H  -3.94  0.88  0.83
H  -3.55  0.55  -0.73
H  -4.92  -1.16  0.65
H  -4.46  -3.48  0.98
H  -2.81  -4.02  0.90
O  -1.01  -0.06  -1.51
P  -0.19  0.06  -2.81
C  0.18  -1.58  -3.44
C  -0.82  -2.55  -3.33
C  -0.60  -3.81  -3.85
C  0.59  -4.10  -4.50
C  1.58  -3.14  -4.62
C  1.37  -1.87  -4.09
C  1.39  0.82  -2.44
C  2.05  0.08  -1.33
C  4.00  1.63  -0.95
C  4.16  2.31  -2.28
C  3.24  2.37  -3.24
C  1.91  1.77  -3.23
C  -1.06  0.96  -4.07
C  -0.63  0.86  -5.40
C  -1.28  1.58  -6.39
C  -2.37  2.38  -6.07
C  -2.82  2.45  -4.76
C  -2.17  1.74  -3.76
H  -1.75  -2.32  -2.83
H  -1.37  -4.57  -3.77
H  0.75  -5.09  -4.91
H  2.51  -3.37  -5.12
H  2.14  -1.11  -4.19
H  1.81  -0.98  -1.43
H  4.96  1.66  -0.43
H  5.10  2.82  -2.46
H  3.47  2.93  -4.13
H  1.26  2.13  -4.03
H  0.21  0.22  -5.66
H  -0.94  1.51  -7.41
H  -2.88  2.93  -6.84
H  -3.68  3.06  -4.51
H  -2.53  1.79  -2.74
Se  -2.17  2.34  2.66
N  -0.59  1.48  2.41
C  0.23  1.91  3.36
C  1.62  1.60  3.56
C  2.28  2.14  4.62
C  1.66  3.02  5.56
C  0.37  3.38  5.41
C  -0.37  2.85  4.31
N  -1.61  3.19  4.08
H  2.15  0.97  2.88
H  3.33  1.90  4.74
H  2.25  3.41  6.39
H  -0.13  4.06  6.09
F  -0.06  4.45  0.05
C  -0.90  4.07  -0.92
F  -1.74  5.06  -1.18
F  -0.18  3.82  -2.03
C  -1.66  2.78  -0.51
O  -2.85  2.69  -0.65
O  -0.86  1.89  -0.03

Values from the calculation:
HOMO level   -12.6627 eV
Charge   +2
Orbital gap   5.8 eV


Electronic energy (computed, eV): -59973.4454 -24478.3145 -101388.0622 -182321.5174